1.
The following is a quantum chemistry calculation of 3 unconnected molecules or ions with the total composition C11H27N5O4P at a distorted geometry, from the Open Molecules 2025 dataset.

Summary:
- Spin multiplicity: 1
- Orbital gap: 8.436 eV
- HOMO energy: -11.54 eV
- Lowest unoccupied orbital energy: -3.10 eV
- Net charge: +1

Atoms and positions in Å:
H1 2.64870 -4.46914 3.15898
H2 -2.37876 5.92365 -0.14205
H3 -3.33774 2.38554 -0.75414
O1 1.71092 -3.29731 0.86995
H4 -0.56538 -0.07872 2.10652
H5 -5.32694 3.15076 -0.39141
C1 2.89157 -2.97853 0.91432
H6 2.08318 2.69565 -1.77019
H7 -3.78519 6.11967 0.92626
N1 1.30651 0.18057 -0.25463
O2 -2.84300 -0.78239 -0.53468
C2 -2.79053 3.26105 -0.36598
H8 5.50888 -2.92868 2.67426
H9 0.39560 -1.91589 -3.03706
C3 5.20755 -3.19377 1.66008
C4 0.71487 -1.37695 -2.14965
N2 1.24711 2.17591 -1.57390
N3 0.98102 0.02889 -2.48843
C5 1.19638 0.81380 -1.43672
H10 -5.45248 4.18077 1.04346
C6 -0.25644 -1.56292 -0.97512
H11 3.29358 -2.12219 0.34490
H12 -3.09896 0.00799 -1.02861
N4 3.81765 -3.61123 1.64073
H13 4.27535 -5.15762 2.96182
H14 -0.78370 0.37330 -0.16140
P1 -2.02463 -1.87521 -1.46662
C7 -5.04263 4.10993 0.03581
H15 -2.36408 5.20043 1.46800
O3 -1.56590 3.31622 -0.34985
H16 -5.46754 4.90703 -0.57456
H17 1.66892 -1.80955 -1.84784
C8 -0.07992 -0.43428 0.04512
C9 -2.99656 5.44141 0.61451
H18 -0.92827 -1.68857 1.54187
H19 0.06633 -2.48497 -0.48562
H20 5.84931 -4.00001 1.30311
H21 2.98906 -5.53347 1.79421
H22 -2.79897 -0.79097 -3.22190
O4 -1.95038 -1.18220 -2.97455
H23 5.34265 -2.32741 1.01584
H24 0.76971 -1.20746 1.88586
N5 -3.59479 4.22652 0.07442
H25 0.39094 2.69264 -1.41385
H26 1.60336 0.83218 0.46456
H27 0.25139 0.44183 -3.06880
C10 3.41057 -4.76170 2.43720
C11 -0.18828 -0.89460 1.48577

2.
The following is a quantum chemistry calculation of a molecular structure, C11H27NO8P2, from the Open Molecules 2025 dataset.

Summary:
- Spin multiplicity: 1
- Orbital gap: 10.324 eV
- HOMO energy: -9.44 eV
- Lowest unoccupied orbital energy: 0.88 eV

Atoms and positions in Å:
H1 1.21102 1.34988 -0.01470
O1 2.69439 -0.51149 -0.45259
H2 3.56675 -1.07518 -3.65063
H3 -1.85043 1.26946 1.72618
H4 0.85851 0.22096 -1.86972
H5 -4.23420 -0.57561 1.50493
H6 3.57041 0.23919 1.23385
O2 -0.48047 -1.30083 -2.21909
H7 2.89107 0.43877 -3.06921
H8 -4.34345 1.33319 3.90531
C1 1.40280 3.41612 -2.12642
C2 0.55312 -0.44311 -2.67934
H9 0.59230 3.53222 -0.11320
O3 -1.76701 -2.70393 -0.76904
H10 -5.45144 1.27552 2.53088
H11 -3.82270 1.87507 2.30197
P1 -0.31072 -2.05107 -0.82906
N1 -1.79324 -3.74955 1.73498
C3 -3.96562 -0.29979 2.52886
H12 1.98283 4.12741 -2.71530
C4 1.54629 3.69459 -0.62798
H13 0.36371 3.47362 -2.45381
O4 0.78978 -2.98963 -0.65021
H14 -2.20278 -0.35189 3.78575
H15 -0.52530 0.19931 2.18176
H16 -2.27509 -1.62550 2.57686
O5 2.56829 2.91626 -0.03259
C5 2.90141 -0.64494 -2.89869
H17 4.04504 1.06143 -0.26346
O6 -1.60016 -0.33281 0.50492
H18 3.48195 -2.09036 -1.44838
H19 -1.03082 -4.30725 2.10106
H20 -1.36578 -5.01569 -0.40945
H21 0.11007 0.13402 -3.49569
C6 -4.41415 1.12748 2.83509
H22 -4.51726 -0.97768 3.18561
O7 1.62199 -1.21446 -3.13262
H23 1.82050 4.73753 -0.46091
H24 -3.38899 -4.11562 -0.11136
C7 -1.55629 0.22148 1.83112
C8 2.13206 1.66737 0.48321
P2 -2.04496 -3.97105 0.22750
O8 -0.27780 -0.88068 0.26883
C9 3.46426 -1.00105 -1.53270
H25 4.49857 -0.63921 -1.47842
C10 -2.47653 -0.56332 2.74596
C11 3.20703 0.59785 0.26523
H26 1.78891 2.42128 -2.35226
H27 1.92677 1.78525 1.55334